# 1
Formula: C3H2N2O2
Source: OMol25
Level of theory: ωB97M-V/def2-TZVPD

The calculation puts the energy above the lowest of the compared OMol25 structures with the same formula, charge and spin at 75.0 kcal per mole. Its HOMO energy is -0.3617 Ha. As for the net charge: 0. For the HOMO-LUMO gap, the calculation gives 9.858 eV. As for the SMILES: N#CC1=NOCO1. The calculation puts the LUMO energy at 0.01 eV.

Atoms and positions in Å:
C: 0.08667 1.34019 0.34662
O: 0.23077 1.14922 -1.03724
N: 0.10808 -0.20770 -1.37697
H: -0.60573 2.22258 0.63978
C: -0.26946 -0.77052 -0.25384
O: -0.36468 0.01611 0.80722
C: -0.16789 -2.15715 0.01795
N: -0.17754 -3.26371 0.12833
H: 1.15978 1.67098 0.72816

# 2
Formula: C3H2N2O2S
Source: OMol25
Level of theory: ωB97M-V/def2-TZVPD

The calculation puts the energy above the lowest of the compared OMol25 structures with the same formula, charge and spin at 166.2 kcal per mole. Its HOMO energy (spin up / spin down) is -0.3662 / -0.3663 Ha. As for the net charge: 0. For the HOMO-LUMO gap (spin up / spin down), the calculation gives 6.749 / 6.753 eV. The calculation puts the LUMO energy (spin up / spin down) at -3.22 / -3.21 eV.

Atoms and positions in Å:
N: 1.54473 0.93365 -0.09093
O: 4.06500 -0.35671 -1.33852
C: -0.47366 1.41033 0.71557
H: -1.35867 1.63672 1.32096
C: 0.73832 0.98462 0.99737
C: -0.11966 1.74801 -0.62403
N: 0.95954 1.37118 -1.19284
H: 1.23580 0.73068 1.98407
S: 3.57677 0.01762 0.00638
O: 3.24344 -1.09013 0.87460

# 3
Formula: C3H2N2O3
Source: OMol25
Level of theory: ωB97M-V/def2-TZVPD

The calculation puts the energy above the lowest of the compared OMol25 structures with the same formula, charge and spin at 143.9 kcal per mole. Its HOMO energy is -0.3300 Ha. As for the net charge: 0. For the HOMO-LUMO gap, the calculation gives 7.961 eV. The calculation puts the LUMO energy at -1.02 eV.

Atoms and positions in Å:
O: 1.14398 2.16499 -1.05616
C: 0.54305 1.31033 -0.38583
O: -0.50092 1.34112 0.31752
N: -2.00229 -0.39820 1.01556
N: 1.10947 0.06571 -0.49145
H: 0.12159 -1.88039 0.11511
O: -1.86203 -1.60303 1.12217
C: -0.60702 0.10457 0.75357
C: 0.27559 -0.84384 0.08777
H: 1.77858 -0.26126 -1.47826

Calculated total energy
In order: -10214.935, -21047.529, -12260.743
Unit: eV